No. 1
Formula: C51H46N5OP2S2TeV
Source: the Open Molecules 2025 dataset
Level of theory: ωB97M-V/def2-TZVPD

Output
<S²>: 2.05
total energy: -5010.7186 Ha
energy relative to the best compared isomer or geometry (same formula, charge and spin): 0.651 eV
HOMO energy (spin up / spin down): -11.581 / -11.567 eV
Kohn-Sham gap (spin up / spin down): 5.426 / 5.452 eV

```
! RIJCOSX wB97M-V def2-TZVPD def2/J DEFGRID3
* xyz 2 3
V -0.929 -0.275 -0.806
Te -0.585 2.128 3.090
C 1.200 2.618 4.122
C 1.392 3.897 4.622
C 2.582 4.183 5.281
N 3.558 3.297 5.447
C 3.364 2.072 4.970
C 2.207 1.684 4.308
C 0.240 0.729 1.779
P -0.498 -0.860 1.629
C -1.732 -1.167 2.909
C -1.286 -1.242 4.230
C -2.190 -1.446 5.256
C -3.543 -1.588 4.971
C -3.988 -1.538 3.660
C -3.083 -1.329 2.626
C 0.641 -2.254 1.872
C 1.965 -2.080 2.255
C 2.806 -3.179 2.374
C 2.321 -4.454 2.122
C 0.991 -4.634 1.759
C 0.154 -3.539 1.630
P 0.744 1.191 0.165
C 0.745 2.973 -0.126
C 0.119 3.518 -1.241
C 0.190 4.882 -1.488
C 0.891 5.705 -0.621
C 1.538 5.162 0.482
C 1.474 3.802 0.728
C 2.459 0.749 -0.228
C 2.807 0.471 -1.549
C 4.126 0.198 -1.877
C 5.102 0.214 -0.889
C 4.762 0.515 0.424
C 3.443 0.783 0.756
H 0.647 4.674 4.502
H 2.757 5.175 5.682
H 4.168 1.362 5.130
H 2.099 0.666 3.950
H -0.230 -1.137 4.453
H -1.842 -1.498 6.279
H -4.249 -1.751 5.774
H -5.038 -1.678 3.438
H -3.435 -1.324 1.603
H 2.331 -1.083 2.455
H 3.837 -3.040 2.672
H 2.977 -5.309 2.220
H 0.605 -5.630 1.584
H -0.884 -3.683 1.346
H -0.391 2.872 -1.944
H -0.283 5.300 -2.368
H 0.953 6.768 -0.813
H 2.102 5.800 1.150
H 1.994 3.389 1.583
H 2.045 0.466 -2.324
H 4.395 -0.018 -2.903
H 6.131 0.005 -1.145
H 5.528 0.550 1.187
H 3.172 1.040 1.774
S 1.227 -6.178 -2.778
C 0.853 -4.560 -2.265
C -0.406 -4.049 -2.621
C -0.747 -2.785 -2.220
N 0.069 -2.002 -1.485
C 1.278 -2.484 -1.153
C 1.707 -3.735 -1.527
C 2.811 -6.446 -2.005
C 2.871 -7.014 -0.743
C 4.126 -7.205 -0.177
N 5.259 -6.869 -0.783
C 5.185 -6.345 -2.002
C 3.985 -6.116 -2.664
H -1.106 -4.641 -3.195
H -1.714 -2.365 -2.483
H 1.914 -1.842 -0.559
H 2.689 -4.065 -1.223
H 1.974 -7.309 -0.217
H 4.218 -7.654 0.806
H 6.126 -6.097 -2.477
H 3.971 -5.696 -3.660
C -7.424 2.430 -0.202
C -6.535 3.402 0.564
C -5.100 2.918 0.704
N -4.465 2.845 -0.620
C -3.495 2.028 -0.982
S -2.862 0.938 0.148
N -3.085 2.182 -2.291
C -2.136 1.519 -3.017
O -1.461 0.583 -2.563
C -1.948 1.987 -4.396
C -1.489 1.072 -5.345
C -1.301 1.480 -6.652
C -1.540 2.800 -7.011
C -1.970 3.721 -6.064
C -2.182 3.317 -4.759
H -8.442 2.809 -0.269
H -7.461 1.461 0.297
H -7.071 2.267 -1.223
H -6.924 3.552 1.572
H -6.543 4.393 0.097
H -5.066 1.926 1.151
H -4.510 3.591 1.330
H -4.805 3.527 -1.286
H -3.598 2.866 -2.832
H -1.300 0.048 -5.053
H -0.966 0.770 -7.396
H -1.383 3.116 -8.033
H -2.130 4.753 -6.344
H -2.475 4.055 -4.020
*
```

No. 2
Formula: C51H47As2N6O2Ti
Source: the Open Molecules 2025 dataset
Level of theory: ωB97M-V/def2-TZVPD

Output
total energy: -7771.6210 Ha
energy relative to the best compared isomer or geometry (same formula, charge and spin): 0.166 eV
HOMO energy (spin up / spin down): -8.302 / -8.355 eV
Kohn-Sham gap (spin up / spin down): 5.392 / 5.494 eV

```
! RIJCOSX wB97M-V def2-TZVPD def2/J DEFGRID3
* xyz 1 1
Ti -0.569 0.342 0.571
C 1.209 3.619 3.349
O -0.186 3.863 3.046
C -0.590 2.797 2.346
N 0.293 1.905 2.031
C 1.601 2.446 2.429
C 2.520 1.468 3.113
C 3.875 1.464 2.808
C 4.746 0.620 3.485
C 4.263 -0.220 4.480
C 2.907 -0.220 4.786
C 2.039 0.617 4.102
C -1.930 2.669 1.878
C -2.995 3.431 2.288
C -4.280 3.152 1.811
C -4.437 2.070 0.963
C -3.334 1.331 0.562
N -2.034 1.633 0.956
C -3.405 0.120 -0.177
N -2.352 -0.601 -0.418
C -2.800 -1.702 -1.289
C -4.320 -1.681 -1.093
O -4.586 -0.348 -0.603
C -2.180 -3.059 -1.065
C -2.784 -4.175 -1.642
C -2.214 -5.433 -1.513
C -1.030 -5.593 -0.803
C -0.420 -4.486 -0.232
C -0.990 -3.227 -0.371
H 1.296 3.352 4.401
H 1.771 4.528 3.155
H 2.099 2.825 1.531
H 4.253 2.127 2.036
H 5.801 0.624 3.240
H 4.940 -0.871 5.018
H 2.527 -0.875 5.561
H 0.979 0.610 4.336
H -2.815 4.230 2.996
H -5.129 3.741 2.127
H -5.413 1.764 0.609
H -2.574 -1.407 -2.318
H -4.639 -2.403 -0.340
H -4.890 -1.828 -2.006
H -3.704 -4.063 -2.207
H -2.694 -6.289 -1.970
H -0.585 -6.575 -0.701
H 0.505 -4.599 0.323
H -0.498 -2.370 0.060
C -3.046 -2.051 3.390
C -2.581 -0.995 2.601
N -1.349 -0.919 2.142
C -0.461 -1.864 2.562
C -0.811 -2.906 3.443
C -2.167 -3.015 3.799
C 0.203 -3.727 3.995
C 1.499 -3.414 3.731
C 1.846 -2.406 2.802
C 0.888 -1.712 2.099
N 1.022 -0.805 1.050
C 2.241 -0.486 0.458
C 3.415 -1.210 0.461
C 4.599 -0.689 -0.101
C 4.635 0.545 -0.681
C 3.437 1.287 -0.788
C 3.367 2.558 -1.401
C 2.180 3.229 -1.430
C 1.038 2.609 -0.900
N 1.043 1.399 -0.391
C 2.243 0.750 -0.269
H -4.089 -2.076 3.677
H -3.259 -0.195 2.341
H -2.490 -3.838 4.427
H -0.066 -4.531 4.668
H 2.295 -3.954 4.229
H 2.890 -2.173 2.676
H 3.435 -2.210 0.861
H 5.500 -1.288 -0.059
H 5.557 0.959 -1.070
H 4.262 2.997 -1.826
H 2.095 4.213 -1.870
H 0.091 3.135 -0.878
C -2.208 3.805 -2.458
As -1.776 1.891 -2.436
C -3.186 1.390 -3.713
C -0.242 1.848 -3.665
C 0.002 2.897 -4.549
C 1.113 2.893 -5.381
C 1.998 1.827 -5.339
C 1.761 0.769 -4.472
C 0.653 0.763 -3.628
As 0.304 -0.806 -2.483
C -0.574 -1.826 -3.920
C 2.013 -1.749 -2.614
H -1.355 4.415 -2.158
H -3.012 3.966 -1.740
H -2.549 4.132 -3.439
H -3.137 2.028 -4.596
H -4.156 1.516 -3.232
H -3.084 0.351 -4.025
H -0.680 3.738 -4.591
H 1.282 3.719 -6.061
H 2.866 1.812 -5.985
H 2.458 -0.058 -4.455
H 0.077 -1.819 -4.792
H -1.523 -1.367 -4.193
H -0.747 -2.852 -3.596
H 2.154 -2.159 -3.613
H 1.989 -2.569 -1.897
H 2.848 -1.095 -2.362
*
```

No. 3
Formula: C51H47BrFeN4O2P2S
Source: the Open Molecules 2025 dataset
Level of theory: ωB97M-V/def2-TZVPD

Output
<S²>: 6.03
total energy: -7259.7081 Ha
energy relative to the best compared isomer or geometry (same formula, charge and spin): 0.000 eV
HOMO energy (spin up / spin down): -6.694 / -6.998 eV
Kohn-Sham gap (spin up / spin down): 6.635 / 6.746 eV

```
! RIJCOSX wB97M-V def2-TZVPD def2/J DEFGRID3
* xyz 0 5
Fe 1.231 0.236 0.142
O 2.185 3.562 0.235
C 3.254 3.893 -0.563
C 3.564 5.230 -0.751
C 4.661 5.574 -1.532
C 5.438 4.587 -2.127
C 5.103 3.253 -1.928
C 4.013 2.889 -1.150
C 3.694 1.440 -0.885
O 2.341 1.146 -1.082
N 4.107 1.141 0.495
N 3.311 0.097 0.988
C 2.536 0.395 2.002
C 1.745 -0.584 2.630
Br 0.594 0.133 3.987
C 2.363 -1.948 2.930
C 1.490 -2.945 3.670
C 0.161 -3.170 3.341
C -0.587 -4.113 4.031
C -0.014 -4.850 5.060
C 1.316 -4.636 5.392
C 2.056 -3.686 4.701
H 1.961 2.636 0.015
H 2.946 5.982 -0.278
H 4.906 6.618 -1.678
H 6.294 4.851 -2.734
H 5.698 2.469 -2.384
H 4.301 0.843 -1.574
H 4.062 1.977 1.077
H 2.433 1.440 2.325
H 3.197 -1.733 3.612
H -0.297 -2.585 2.552
H -1.626 -4.269 3.772
H -0.602 -5.581 5.601
H 1.776 -5.201 6.193
H 3.094 -3.518 4.966
C -6.226 1.381 -0.832
S -6.493 0.168 0.473
C -4.786 -0.380 0.692
C -3.934 0.606 1.483
C -2.437 0.339 1.432
N -1.913 0.385 0.020
P -0.819 1.764 -0.142
C -1.704 3.122 0.674
C -1.153 3.679 1.823
C -1.787 4.743 2.455
C -2.968 5.247 1.935
C -3.516 4.697 0.778
C -2.883 3.643 0.144
C -0.947 2.292 -1.882
C -1.903 1.827 -2.774
C -1.954 2.321 -4.071
C -1.050 3.289 -4.482
C -0.111 3.780 -3.583
C -0.060 3.290 -2.287
P -0.869 -0.974 -0.344
C -0.850 -1.021 -2.165
C -2.019 -1.326 -2.871
C -2.010 -1.377 -4.251
C -0.827 -1.127 -4.946
C 0.334 -0.829 -4.257
C 0.326 -0.783 -2.864
C -1.700 -2.587 -0.035
C -1.242 -3.617 -0.869
C -1.667 -4.924 -0.700
C -2.572 -5.240 0.300
C -3.023 -4.239 1.144
C -2.570 -2.935 1.000
H -7.194 1.816 -1.075
H -5.819 0.908 -1.726
H -5.562 2.181 -0.506
H -4.355 -0.544 -0.299
H -4.854 -1.351 1.183
H -4.251 0.621 2.529
H -4.109 1.609 1.092
H -2.181 -0.616 1.881
H -1.924 1.065 2.065
H -0.226 3.283 2.223
H -1.354 5.174 3.348
H -3.462 6.077 2.423
H -4.434 5.099 0.369
H -3.299 3.228 -0.767
H -2.624 1.087 -2.456
H -2.702 1.942 -4.757
H -1.083 3.667 -5.496
H 0.593 4.543 -3.889
H 0.670 3.693 -1.597
H -2.939 -1.520 -2.331
H -2.919 -1.612 -4.790
H -0.818 -1.170 -6.028
H 1.253 -0.630 -4.793
H 1.250 -0.532 -2.353
H -0.552 -3.399 -1.672
H -1.291 -5.693 -1.362
H -2.919 -6.258 0.424
H -3.723 -4.470 1.937
H -2.934 -2.208 1.705
N 5.358 -5.170 -2.402
C 4.859 -4.624 -1.522
C 4.229 -3.938 -0.413
C 2.845 -3.770 -0.393
C 2.247 -3.129 0.675
C 3.005 -2.631 1.728
C 4.378 -2.827 1.707
C 4.994 -3.471 0.648
H 2.253 -4.147 -1.216
H 1.172 -3.033 0.709
H 4.984 -2.435 2.515
H 6.067 -3.602 0.633
*
```

No. 4
Formula: C51H47F7NO4
Source: the Open Molecules 2025 dataset
Level of theory: ωB97M-V/def2-TZVPD

Output
total energy: -3025.8536 Ha
HOMO energy: -10.415 eV
Kohn-Sham gap: 4.914 eV

```
! RIJCOSX wB97M-V def2-TZVPD def2/J DEFGRID3
* xyz 1 1
C 2.426 1.944 3.017
C 1.004 1.337 2.600
O 0.841 1.500 1.160
C -0.253 2.097 3.291
O -0.072 3.536 3.380
O -1.150 4.111 3.981
C -2.126 4.392 2.942
O -1.931 5.387 2.222
C -3.403 3.459 2.811
C -4.233 3.355 1.509
C -5.472 2.435 1.530
N -5.803 1.720 2.730
C -5.073 1.759 3.967
C -3.806 2.634 4.077
H 2.595 1.660 4.122
H 2.411 3.070 2.836
H 3.282 1.503 2.387
H 0.886 0.236 2.893
H 1.294 2.332 0.897
H -0.451 1.724 4.368
H -1.174 1.774 2.680
H -3.945 3.962 0.589
H -6.147 2.335 0.607
H -6.654 1.127 2.708
H -5.427 1.164 4.869
H -3.198 2.676 5.043
F 0.762 -0.925 5.375
C 1.638 -0.988 6.395
C 1.400 -0.250 7.543
C 2.303 -0.319 8.599
C 3.439 -1.117 8.490
C 3.670 -1.851 7.330
C 2.761 -1.791 6.278
H 0.515 0.373 7.607
H 2.123 0.249 9.505
H 4.145 -1.167 9.312
H 4.557 -2.469 7.245
H 2.921 -2.362 5.371
F 3.234 1.013 -0.653
C 2.586 1.300 -1.793
C 2.772 2.536 -2.391
C 2.104 2.830 -3.576
C 1.249 1.888 -4.143
C 1.066 0.652 -3.531
C 1.742 0.353 -2.353
H 3.435 3.260 -1.930
H 2.249 3.792 -4.056
H 0.725 2.120 -5.064
H 0.396 -0.080 -3.971
H 1.618 -0.608 -1.867
F -8.217 1.789 -1.072
C -7.707 0.869 -1.914
C -8.525 -0.136 -2.403
C -7.996 -1.082 -3.277
C -6.653 -1.016 -3.641
C -5.840 -0.005 -3.139
C -6.372 0.947 -2.275
H -9.565 -0.176 -2.102
H -8.629 -1.868 -3.671
H -6.241 -1.757 -4.319
H -4.794 0.043 -3.421
H -5.756 1.748 -1.881
F 4.731 3.178 3.511
C 5.310 4.267 2.978
C 5.538 4.316 1.611
C 6.132 5.446 1.058
C 6.500 6.509 1.879
C 6.270 6.447 3.250
C 5.666 5.322 3.803
H 5.253 3.475 0.990
H 6.309 5.498 -0.011
H 6.968 7.388 1.447
H 6.561 7.274 3.889
H 5.472 5.260 4.867
F -8.107 -3.117 -5.472
C -7.596 -4.035 -6.314
C -8.416 -5.040 -6.802
C -7.889 -5.986 -7.676
C -6.547 -5.921 -8.042
C -5.733 -4.910 -7.541
C -6.261 -3.958 -6.676
H -9.456 -5.078 -6.499
H -8.524 -6.772 -8.070
H -6.136 -6.662 -8.721
H -4.687 -4.864 -7.825
H -5.643 -3.158 -6.284
F 1.487 -6.351 -1.429
C 1.776 -5.363 -0.569
C 1.460 -5.515 0.772
C 1.764 -4.493 1.666
C 2.371 -3.327 1.206
C 2.679 -3.183 -0.144
C 2.385 -4.209 -1.036
H 0.981 -6.427 1.110
H 1.529 -4.605 2.719
H 2.604 -2.528 1.903
H 3.148 -2.272 -0.501
H 2.626 -4.118 -2.089
F 3.905 -1.669 -5.442
C 4.779 -1.731 -4.425
C 4.543 -0.990 -3.278
C 5.446 -1.057 -2.222
C 6.581 -1.858 -2.329
C 6.811 -2.594 -3.488
C 5.902 -2.535 -4.540
H 3.659 -0.366 -3.216
H 5.267 -0.487 -1.316
H 7.288 -1.907 -1.507
H 7.697 -3.214 -3.572
H 6.061 -3.108 -5.446
*
```